[1]
{"formula": "C4H4S", "method": "ωB97M-V/def2-TZVPD", "multiplicity": 1, "lumo_energy_ev": -0.6725, "charge": 0, "smiles": "CC#CC=S", "homo_lumo_gap_ev": 7.99, "molar_mass_g_mol": 84.14, "elements": ["S", "C", "C", "C", "C", "H", "H", "H", "H"], "positions_angstrom": [[-2.28079, -0.23766, 0.01275], [0.44923, 0.14612, -0.05918], [3.22070, -0.17006, 0.03870], [1.68798, 0.07921, 0.01694], [-0.88459, 0.46014, -0.03463], [3.37751, -1.18305, -0.50807], [3.65781, -0.20775, 1.07186], [3.56383, 0.57727, -0.70795], [-0.94641, 1.52354, 0.16913]], "atomic_forces_ev_per_a": [[-1.9445, -1.9860, -0.2954], [5.2767, -1.3280, -0.0451], [-2.2039, -1.1488, -1.6175], [-1.3391, -0.6354, 0.2421], [0.2001, 2.7563, 0.8842], [-0.1820, 1.5358, 1.2141], [-0.3989, 0.4445, -1.2362], [0.5752, -0.2092, 1.1013], [0.0163, 0.5709, -0.2476]], "nbo_charge": [0.119, -0.130, -0.690, 0.122, -0.382, 0.245, 0.258, 0.250, 0.210]}

***

[2]
{"formula": "CH7NO4", "method": "ωB97M-V/def2-TZVPD", "multiplicity": 1, "lumo_energy_ev": 0.2050, "charge": 0, "smiles": "NC(=O)O.O.O", "homo_lumo_gap_ev": 10.92, "molar_mass_g_mol": 97.07, "elements": ["O", "O", "O", "O", "N", "C", "H", "H", "H", "H", "H", "H", "H"], "positions_angstrom": [[-1.84347, 1.25282, 1.51003], [-0.33156, -1.90121, -1.31898], [1.16676, 0.50993, -2.15405], [-0.62554, -0.60953, 1.01913], [0.41027, 1.26328, 1.50841], [-0.80369, 0.72156, 1.46163], [1.20081, -0.45255, -2.18705], [1.17196, 0.65878, 1.55640], [0.56104, 0.81565, -2.92125], [0.62910, 2.22848, 1.55347], [-0.91872, -1.17508, -1.54669], [-0.31854, -1.20867, 1.74560], [-0.29841, -2.10347, -0.22664]], "atomic_forces_ev_per_a": [[-2.1859, 0.7763, 0.4204], [0.9136, -1.9897, 3.4617], [-1.3422, 1.2052, -1.8531], [-0.3937, -1.1406, 1.8119], [0.5223, 0.8852, 0.6663], [1.7485, -1.1130, -1.5932], [-0.3231, -0.1068, -0.0437], [1.2361, -0.8770, -0.3160], [1.6340, -1.0236, 1.9469], [-0.4688, 0.7346, 0.2595], [-0.1505, 0.0641, 0.9927], [-0.4935, 0.9554, -0.6217], [-0.6968, 1.6298, -5.1317]], "nbo_charge": [-0.565, -0.984, -0.962, -0.775, -0.817, 0.880, 0.491, 0.390, 0.469, 0.405, 0.482, 0.486, 0.500]}

***

[3]
{"formula": "C35H41F5N4OPtSi4Te", "method": "ωB97M-V/def2-TZVPD", "multiplicity": 1, "lumo_energy_ev": [-8.6209, -8.6257], "charge": 2, "homo_lumo_gap_ev": [3.09, 3.09], "molar_mass_g_mol": 1063.75, "elements": ["Pt", "Te", "Si", "Si", "Si", "Si", "F", "F", "F", "F", "F", "O", "N", "N", "N", "N", "C", "C", "C", "C", "C", "C", "C", "C", "C", "C", "C", "C", "C", "C", "C", "C", "C", "C", "C", "C", "C", "C", "C", "C", "C", "C", "C", "C", "C", "C", "C", "C", "C", "C", "C", "H", "H", "H", "H", "H", "H", "H", "H", "H", "H", "H", "H", "H", "H", "H", "H", "H", "H", "H", "H", "H", "H", "H", "H", "H", "H", "H", "H", "H", "H", "H", "H", "H", "H", "H", "H", "H", "H", "H", "H", "H"], "positions_angstrom": [[-0.45310, -0.61800, 0.51516], [1.42797, -1.82662, 1.46113], [1.65342, -4.07284, 4.41535], [0.34828, -5.75966, 0.78831], [1.74550, -4.21503, 1.94015], [4.12407, -4.37233, 1.36557], [-2.18529, -2.78087, -0.63807], [-0.52484, -3.36681, -4.97847], [1.48381, -1.60932, -4.45716], [-2.34490, -3.95071, -3.04663], [1.66953, -0.44978, -2.03379], [-10.68362, 7.07288, 2.07353], [-1.91557, -0.03822, 1.94302], [-1.38997, 1.00323, -0.44293], [-5.31912, 3.90921, 0.26082], [-5.80608, 2.93237, 2.19507], [-4.68332, 2.37646, 1.66778], [-9.58676, 6.34562, 1.82010], [-1.37768, -3.07461, -2.80998], [4.74887, -5.97771, 2.06277], [2.66086, -2.66434, 5.08885], [5.06466, -2.92588, 2.05927], [-1.68246, 2.63068, -2.14840], [-3.31793, -0.32632, 3.85174], [-0.27233, -1.55230, -1.28646], [0.57634, -1.88354, -3.52954], [-7.63444, 5.73231, 0.56576], [-3.88167, 1.33143, 2.22359], [-0.15785, -3.87799, 4.80359], [-11.02559, 8.12265, 1.17363], [-2.46408, 1.50750, 0.21340], [-2.20651, -0.66010, 3.07831], [-7.34065, 4.72251, 1.47265], [0.48699, -5.36863, -1.02742], [-0.99602, 1.55413, -1.57959], [-0.44571, -2.78127, -3.79616], [-6.17785, 3.85892, 1.33008], [-1.38765, -5.59663, 1.44055], [-9.29913, 5.32906, 2.73876], [-4.15173, 0.68190, 3.43674], [-8.19405, 4.53299, 2.56720], [-2.80566, 3.11815, -1.53502], [1.07155, -7.43775, 1.15635], [-3.22886, 2.55923, -0.31338], [-4.35198, 2.95954, 0.46023], [-8.74588, 6.54304, 0.72690], [-1.27414, -2.46302, -1.57422], [0.64388, -1.28689, -2.28176], [-2.76068, 0.92989, 1.49118], [4.13845, -4.39941, -0.49862], [2.26109, -5.73463, 4.96878], [1.63100, -6.55027, 4.61177], [0.32469, -4.31031, -1.23585], [-11.92970, 8.57049, 1.57123], [3.29283, -5.93922, 4.69056], [-2.07407, -6.17157, 0.81352], [3.73047, -2.87381, 5.04534], [2.48224, -1.71461, 4.58390], [-1.46319, -5.98768, 2.45708], [-0.26045, -5.94547, -1.57934], [5.11852, -2.96570, 3.14833], [-0.59725, -3.02278, 4.29260], [-6.99790, 5.92110, -0.29207], [-3.49611, -0.85988, 4.77437], [-11.22243, 7.73095, 0.17407], [4.76404, -5.98605, 3.15189], [-7.97173, 3.74882, 3.27759], [4.18836, -6.84427, 1.71060], [-1.52842, -1.43977, 3.38671], [2.06781, -7.55551, 0.72624], [2.20899, -5.72988, 6.06380], [1.47102, -5.63924, -1.41392], [5.78471, -6.09668, 1.72785], [0.43175, -8.20244, 0.70638], [-0.12239, 1.13669, -2.05383], [-5.01678, 0.98201, 4.01382], [3.83380, -5.37564, -0.88104], [-9.96719, 5.19117, 3.57822], [4.65861, -1.95514, 1.77234], [5.15834, -4.21616, -0.84926], [1.12867, -7.64819, 2.22586], [2.39539, -2.53758, 6.14305], [-0.26352, -3.71625, 5.88097], [-0.73095, -4.76871, 4.54340], [-3.35305, 3.93826, -1.98147], [-10.23519, 8.87414, 1.13195], [-8.94652, 7.31965, 0.00427], [6.09083, -2.97593, 1.68271], [3.48952, -3.64246, -0.94263], [-1.32003, 3.05097, -3.07531], [-1.73090, -4.55998, 1.43845], [-5.41929, 4.52061, -0.53079]], "atomic_forces_ev_per_a": [[-0.8559, 0.0726, -0.1452], [0.2323, -0.2727, 0.4101], [-0.0974, 0.2968, 0.2253], [-0.1411, -0.0668, 0.1003], [0.1688, -0.1155, -0.5922], [-0.0045, 0.0640, 0.0690], [0.0241, -0.0126, -0.0115], [0.0029, 0.0055, 0.0177], [-0.0309, -0.0166, 0.0183], [0.0097, -0.0046, -0.0084], [-0.0487, 0.0232, -0.0443], [-0.0148, 0.0074, 0.0021], [0.1287, 0.1262, 0.0304], [0.0075, -0.2541, -0.1523], [-0.0124, 0.0748, -0.0914], [0.0037, 0.0197, -0.0073], [-0.0441, -0.0351, 0.0672], [0.0030, -0.0184, 0.0137], [0.0162, 0.0488, -0.0805], [0.0495, -0.0309, 0.0178], [0.1042, 0.0030, -0.0357], [0.0006, 0.0585, 0.0732], [0.0319, -0.0139, -0.0132], [0.0068, -0.0158, 0.0289], [0.2686, 0.1616, 0.2429], [0.0236, -0.0116, -0.0890], [-0.0039, 0.0580, -0.0682], [-0.0055, 0.0344, -0.0273], [-0.0428, -0.0054, -0.0058], [0.0106, -0.0206, 0.0102], [0.0996, 0.0641, 0.1211], [0.0572, 0.0939, -0.0287], [0.0031, -0.0318, 0.0418], [0.1083, 0.0823, -0.0267], [-0.0605, -0.0255, 0.0104], [-0.0394, -0.0188, 0.0168], [0.0210, -0.0861, 0.0935], [-0.0561, 0.0561, 0.0130], [-0.0193, -0.0072, 0.0287], [-0.0276, 0.0094, 0.0058], [-0.0062, -0.0131, 0.0151], [-0.0344, -0.0011, 0.0585], [0.0196, -0.0377, 0.0280], [0.0012, 0.0790, -0.0671], [-0.0002, 0.0111, -0.0225], [0.0281, 0.0326, -0.0730], [-0.1347, 0.0837, -0.0731], [0.2375, -0.1113, 0.0990], [0.0098, -0.1389, 0.0070], [-0.0553, -0.0242, -0.0859], [0.0468, -0.0763, -0.0984], [0.0095, 0.0052, -0.0037], [0.0276, -0.0735, 0.0150], [-0.0099, 0.0022, 0.0057], [-0.0048, 0.0035, 0.0200], [0.0119, -0.0007, 0.0115], [-0.0129, 0.0174, -0.0069], [-0.0202, -0.0054, 0.0288], [-0.0111, 0.0140, -0.0063], [0.0023, 0.0123, 0.0042], [-0.0003, 0.0172, -0.0127], [-0.0079, -0.0148, 0.0086], [-0.0114, 0.0010, 0.0151], [-0.0025, -0.0036, -0.0075], [0.0008, -0.0025, -0.0027], [0.0135, -0.0103, -0.0125], [-0.0025, 0.0046, -0.0035], [-0.0057, 0.0076, 0.0246], [0.0202, 0.0128, 0.0159], [-0.0048, -0.0009, 0.0129], [-0.0199, 0.0015, -0.0173], [-0.0168, -0.0169, -0.0042], [-0.0228, -0.0202, -0.0141], [0.0120, 0.0080, 0.0071], [0.0188, -0.0179, -0.0178], [0.0047, 0.0025, -0.0091], [-0.0178, 0.0210, -0.0068], [0.0136, 0.0015, -0.0063], [0.0203, -0.0077, -0.0173], [-0.0068, -0.0145, 0.0195], [0.0048, -0.0110, -0.0087], [0.0162, -0.0211, -0.0095], [0.0114, -0.0314, -0.0019], [-0.0118, 0.0288, -0.0355], [-0.0059, -0.0079, 0.0045], [0.0043, 0.0008, 0.0019], [0.0103, -0.0056, 0.0059], [-0.0172, -0.0048, 0.0031], [0.0363, 0.0149, -0.0116], [-0.0074, 0.0026, 0.0026], [-0.0150, -0.0047, -0.0136], [0.0074, -0.0044, 0.0042]], "lowdin_charge": [0.799, 0.905, 0.404, 0.355, 0.208, 0.363, 0.068, 0.164, 0.151, 0.149, 0.060, -0.056, -0.058, -0.039, 0.195, 0.198, -0.167, -0.273, -0.162, -0.189, -0.196, -0.205, 0.001, -0.005, -0.265, -0.138, -0.022, -0.049, -0.189, -0.054, -0.134, -0.099, -0.166, -0.180, -0.068, -0.128, -0.228, -0.200, 0.024, 0.058, -0.009, 0.045, -0.199, -0.048, -0.118, -0.001, -0.275, -0.277, -0.136, -0.199, -0.177, 0.041, 0.006, 0.099, 0.021, 0.050, 0.034, 0.018, 0.030, 0.060, 0.026, -0.002, 0.107, 0.123, 0.099, 0.020, 0.115, 0.031, 0.076, 0.028, 0.062, 0.034, 0.056, 0.052, 0.110, 0.137, 0.036, 0.129, 0.013, 0.052, 0.030, 0.052, 0.056, 0.038, 0.130, 0.099, 0.109, 0.053, 0.025, 0.127, 0.022, 0.155]}